#P
Density functional theory data (the ωB97M-V functional and the def2-TZVPD basis) for one molecule with the formula C2H2N2O.

Last column: natural (NBO) charge in e.
Element x y z (Å)
1 O 1.0212 1.1815 -0.0352  -0.422
2 C 1.0815 -0.0816 0.0131  0.445
3 N 0.0335 -0.8684 0.0326  -0.571
4 C -1.0961 -0.0815 -0.0072  0.113
5 N -1.0073 1.1879 -0.0536  -0.034
6 H 2.0027 -0.6720 0.0448  0.203
7 H -2.0356 -0.6659 0.0056  0.267

Calculated values
- LUMO (alpha / beta) (eV) = -1.757 / -1.759
- HOMO level (alpha / beta) (eV) = -10.67 / -10.67
- HOMO-LUMO gap (alpha / beta) (eV) = 8.908 / 8.906
- charge = 0

---

#Q
Density functional theory data (the ωB97M-V functional and the def2-TZVPD basis) for C2H2N2O as an isolated structure.

Last column: natural (NBO) charge in e.
Element x y z (Å)
1 C -1.7339 -0.8490 -0.0060  0.413
2 C -0.2597 1.0699 -0.0088  0.943
3 N -2.6188 -1.5738 0.0463  -0.318
4 N -0.6961 -0.0786 -0.0757  -0.596
5 O 0.2601 2.1222 0.0345  -0.441
6 H 2.2214 -0.5111 0.1823  -0.013
7 H 2.8270 -0.1796 -0.1727  0.012

Calculated values
- LUMO (eV) = 0.325
- HOMO level (eV) = -11.33
- HOMO-LUMO gap (eV) = 11.651
- charge = 0

---

#Q comes first in stability; the runner-up is 0.0483 hartree higher.